[1]
{
  "formula": "C7H5LiO3Pb",
  "method": "wB97M-V/def2-TZVPD",
  "e_above_lowest_ev": 0.208,
  "homo_lumo_gap_ev": [5.23, 5.76],
  "homo_ha": [-0.2195, -0.2427],
  "total_charge": 0,
  "lumo_ev": [-0.7, -0.8],
  "elements": ["O", "C", "C", "C", "C", "O", "Pb", "H", "H", "C", "C", "C", "O", "Li", "H", "H", "H"],
  "positions_angstrom": [[1.505, -2.625, 2.770], [0.954, -1.862, 2.042], [0.334, -1.195, 1.138], [-0.150, 0.153, 0.990], [-1.621, 0.302, 0.647], [-2.316, 1.266, 1.039], [0.058, -3.036, -0.644], [0.099, 0.812, 1.841], [-2.130, -0.659, 0.432], [0.907, -0.378, -2.134], [0.904, 0.796, -1.491], [0.024, 1.189, -0.376], [-0.229, 2.391, -0.271], [-1.817, 3.017, 0.565], [0.288, -1.210, -1.802], [1.532, -0.510, -3.018], [1.659, 1.550, -1.727]],
  "forces_ev_per_a": [[-0.477, 0.885, -0.482], [0.597, -1.003, 0.446], [0.260, -1.503, -1.580], [-1.716, 3.049, -1.239], [0.404, -1.134, 2.300], [-0.132, 0.617, -0.689], [0.147, 0.603, 1.350], [-0.077, -0.123, -0.353], [0.170, 0.332, -0.828], [0.761, 0.286, -0.355], [-0.405, -0.743, 0.707], [2.126, -3.232, 0.392], [-1.169, 2.323, 0.954], [0.501, -0.761, -0.028], [-0.428, 0.683, -0.655], [-0.047, -0.312, 0.439], [-0.518, 0.032, -0.379]]
}

[2]
{
  "formula": "C7H5N10NiOS",
  "method": "wB97M-V/def2-TZVPD",
  "homo_lumo_gap_ev": [7.43, 7.53],
  "homo_ha": [-0.1657, -0.1788],
  "spin_multiplicity": 3,
  "total_charge": -1,
  "lumo_ev": [2.9, 2.7],
  "s2": 2.017,
  "elements": ["Ni", "O", "N", "C", "C", "C", "C", "C", "S", "H", "H", "H", "H", "N", "C", "N", "N", "N", "N", "C", "N", "N", "N", "N", "H"],
  "positions_angstrom": [[1.804, 1.440, -0.113], [0.849, 1.028, 1.691], [-1.727, 0.440, 1.400], [-2.905, 0.054, 1.083], [-3.464, -0.197, -0.259], [-3.133, 0.361, -1.420], [-2.010, 1.308, -1.605], [-1.043, 1.395, -0.761], [0.131, 2.662, -0.777], [-3.642, 0.139, 1.967], [-4.293, -0.878, -0.270], [-3.593, -0.024, -2.371], [-2.066, 2.031, -2.366], [2.211, -1.041, 1.456], [3.286, -0.847, 0.512], [4.266, -1.663, 0.190], [4.937, -1.062, -0.761], [4.414, 0.139, -0.981], [3.355, 0.270, -0.159], [0.907, -1.048, 0.843], [0.368, -2.069, 0.160], [-0.349, -2.586, -0.544], [-0.866, 0.300, 0.253], [0.473, 0.280, 0.610], [2.089, -0.431, 2.225]],
  "forces_ev_per_a": [[0.342, 0.600, 0.088], [0.183, 0.904, -0.220], [0.106, -0.833, -1.012], [-1.244, 1.525, 1.122], [-0.261, -0.698, 0.901], [1.526, 0.025, -1.721], [-3.787, -1.368, -0.732], [2.780, -0.751, 3.084], [-0.090, 1.186, -0.643], [1.050, -0.406, -1.464], [-0.349, -0.343, 0.073], [-0.017, 0.655, 1.141], [-0.143, 0.702, -0.973], [-0.585, -3.089, -2.002], [-1.078, -0.238, 2.064], [-0.560, -1.368, 0.691], [-0.081, 1.869, -0.368], [0.184, -0.547, -0.195], [0.755, 0.750, -1.062], [1.447, -2.991, -0.083], [1.417, 3.726, 1.663], [-0.525, -1.224, -0.488], [-1.003, 1.748, -1.271], [-0.780, -0.697, 0.773], [0.713, 0.865, 0.634]]
}

The following M values (in u) correspond, in order, to the records above: 351.3; 335.9.